Here is a cluster of 3 separate species, CH8NO3 in total from the Open Molecules 2025 dataset. Energies are from the ωB97M-V functional and the def2-TZVPD basis.

Geometry (Å):
N -1.2420 -1.9425 0.2918
C -0.0624 -1.2223 0.8084
O 0.1704 -0.0135 0.2483
H -1.0501 -2.0310 -0.7178
H -2.0265 -1.2961 0.3334
H 0.7734 -1.9351 0.6287
H -0.2139 -1.1461 1.8928
H 2.5536 -0.3215 -1.5692
H 1.2982 0.1716 -0.7721
O 2.1136 0.5038 -1.3280
H -0.3720 1.8131 0.0150
H -1.7141 1.9829 0.6590
O -1.0774 2.4796 0.1419

Force components x, y, z for each atom (eV/Å):
N -0.10 -0.31 -0.78
C 0.38 0.34 -0.29
O -0.08 -0.04 -0.16
H -0.28 0.02 0.51
H 0.04 0.06 0.02
H 0.02 0.01 0.21
H 0.00 -0.10 0.35
H -0.02 0.27 0.00
H 0.34 0.51 0.13
O -0.20 -0.70 -0.05
H -0.25 -0.29 0.18
H 0.04 -0.14 0.02
O 0.10 0.37 -0.12

Results
Spin multiplicity = 1
LUMO energy = 4.389 eV
E_tot = -8800.23942 eV
Total charge = -1
Highest occupied orbital energy = -3.93 eV
Orbital gap = 8.315 eV